[1]
90
Properties=species:S:1:pos:R:3:forces:R:3 method="wB97M-V/def2-TZVPD" e_homo_ha=-0.2785 lumo_ev=2.11 orbital_gap_ev=9.690 total_charge=-1
P -7.718618 -16.882520 -9.645943 0.909 0.897 -1.900
F -8.054423 -17.891244 -8.461740 -0.139 -0.596 0.321
F -9.134228 -16.051419 -9.386239 0.843 -0.335 0.082
F -6.921120 -15.946285 -8.569009 -0.586 -0.419 -0.891
F -7.371180 -15.899268 -10.903368 -0.384 0.486 0.735
F -6.351400 -17.686172 -10.081948 -0.509 -0.084 1.203
F -8.531608 -17.827708 -10.715577 -0.254 -0.027 0.711
C -9.558045 -13.126019 -10.697800 0.508 -1.733 -0.236
C -9.375868 -12.557000 -9.282933 0.046 0.086 -0.602
O -10.031178 -13.413573 -8.342656 -0.156 0.748 0.446
O -10.856439 -13.764100 -10.745512 0.117 0.111 -0.385
H -8.746557 -13.879850 -10.895417 -0.777 0.228 0.466
H -9.413444 -12.474024 -11.581174 -0.617 0.331 0.897
H -9.932587 -11.617939 -9.209580 0.481 0.052 0.170
H -8.290716 -12.475998 -9.065999 -0.649 0.321 -0.016
H -9.626047 -14.273540 -8.339150 0.584 -0.866 -0.059
H -11.097114 -14.061504 -9.840778 0.488 0.498 -0.610
O -9.064883 -20.485458 -7.554009 -0.401 0.805 -0.459
H -8.680968 -19.835356 -8.173973 0.163 -0.458 0.465
H -10.005122 -20.463921 -7.860265 0.416 -0.477 0.057
O -7.066143 -21.070470 -5.786898 0.533 -0.126 1.179
H -7.429024 -21.394335 -4.947994 0.285 0.119 -0.270
H -7.831401 -21.080270 -6.361561 -0.689 0.193 -0.860
O -10.444842 -16.293256 -12.285088 0.034 -1.242 -0.604
H -10.871278 -15.529314 -11.934690 -0.722 1.438 0.313
H -9.741424 -16.417251 -11.655622 0.823 -0.244 0.301
C -11.288636 -16.969108 -6.083410 0.059 -1.333 -0.767
O -12.210071 -16.291035 -5.689274 -0.736 0.203 0.289
N -11.420637 -18.291899 -6.462237 0.657 1.046 0.401
N -10.039910 -16.463782 -6.284803 0.467 0.644 0.719
H -12.315619 -18.679666 -6.475979 -1.385 -0.523 0.082
H -10.687253 -18.874559 -6.812929 0.393 0.062 -0.029
H -9.953519 -15.635355 -5.673927 0.581 -0.649 -0.608
H -9.290079 -17.151410 -6.359189 -0.096 0.696 0.160
C -5.243490 -17.496835 -5.343744 -0.688 -2.154 2.311
O -4.903323 -16.343056 -5.449209 0.788 1.227 0.745
N -5.296966 -18.234555 -4.092684 0.351 2.935 -2.965
N -5.655187 -18.206361 -6.408537 -0.434 -0.146 -0.261
H -5.559438 -19.169334 -4.075344 -0.386 -1.616 -0.102
H -4.915322 -17.813891 -3.289954 0.378 0.442 0.724
H -6.258371 -18.984581 -6.192172 -0.077 -0.438 -0.315
H -5.961389 -17.590288 -7.151799 -0.002 -0.287 -0.214
C -3.964868 -13.995146 -7.920214 -0.604 -0.110 0.948
O -3.396646 -13.254176 -8.701429 0.056 0.359 -0.233
N -4.625060 -13.575154 -6.759874 1.011 -1.697 -1.709
N -4.011972 -15.386754 -8.082577 1.394 1.729 -0.650
H -4.771734 -14.368741 -6.157455 -0.720 0.628 0.771
H -4.862333 -12.628369 -6.571777 0.092 0.249 0.106
H -3.143666 -15.688735 -8.563812 -1.081 -0.021 0.638
H -4.209483 -15.771745 -7.180501 0.020 -1.255 0.241
C -9.849020 -13.107580 -4.222837 -1.203 -0.787 -0.203
O -9.958954 -13.182380 -3.022546 0.060 0.430 1.341
N -8.703121 -12.682779 -4.812161 0.915 0.262 -1.754
N -10.884703 -13.531626 -5.026576 0.854 0.334 -0.704
H -8.073063 -12.120857 -4.261630 -0.136 -0.373 0.010
H -8.487350 -12.806557 -5.813381 -0.503 0.251 1.045
H -10.837358 -13.398769 -6.031915 -0.281 -0.029 0.279
H -11.754690 -13.792621 -4.581712 0.410 -0.095 -0.200
C -11.377777 -19.306972 -9.734937 1.061 -0.282 1.321
O -11.350081 -20.155898 -8.801514 -0.666 1.173 -1.724
N -11.000209 -19.617261 -11.028212 -1.656 0.835 1.388
N -11.682194 -17.976504 -9.510364 0.098 -2.003 -2.693
H -10.321969 -20.312228 -11.121833 0.847 -1.343 -0.049
H -10.873264 -18.834190 -11.619862 0.174 0.723 -0.709
H -11.244668 -17.357302 -10.169330 -0.104 0.430 -0.002
H -11.720392 -17.704820 -8.583830 -0.088 0.564 2.058
C -4.865187 -11.667043 -11.068136 0.305 -1.002 -0.561
O -5.918804 -11.151073 -11.383008 -0.377 0.000 -0.283
N -4.509545 -12.972278 -11.382680 -0.839 -0.512 0.414
N -3.838227 -10.988942 -10.483409 0.284 1.528 0.045
H -3.828486 -13.441047 -10.757505 -0.723 0.650 -0.546
H -5.353733 -13.519217 -11.570655 0.601 0.046 0.092
H -3.508226 -11.415791 -9.655368 0.748 -0.832 0.786
H -4.081549 -10.028838 -10.303639 -0.192 0.123 -0.054
C -8.420977 -19.330439 -14.207127 1.649 2.284 1.763
O -8.544946 -20.474297 -14.538191 -0.377 -1.225 -0.617
N -7.586763 -18.946125 -13.142151 0.072 -1.322 -0.446
N -9.030316 -18.226048 -14.788564 -1.239 -2.696 -2.704
H -6.987337 -19.710783 -12.808847 -0.398 0.725 -0.288
H -7.235115 -18.007636 -13.006773 -0.296 -0.165 -0.217
H -9.379629 -17.599343 -14.122019 -0.732 1.314 0.918
H -9.764900 -18.619657 -15.462434 1.292 1.239 1.416
C -6.918683 -22.284101 -10.600491 0.169 3.448 2.512
O -6.809690 -23.459219 -10.636629 0.188 -2.471 -0.664
N -7.499522 -21.488809 -11.570324 -0.777 -1.714 -0.859
N -6.505480 -21.555731 -9.427917 -1.575 0.728 -2.726
H -8.083054 -22.110375 -12.183928 0.782 1.364 0.546
H -7.921992 -20.615413 -11.287894 -0.017 -0.109 0.062
H -6.233693 -20.590074 -9.561368 -0.025 -0.075 -0.002
H -5.891352 -22.068196 -8.885425 1.310 -1.112 1.272

=====

[2]
32
Properties=species:S:1:pos:R:3:forces:R:3 method="wB97M-V/def2-TZVPD" spin_multiplicity=2 s_squared=0.762 e_homo_ha="-0.1009 / -0.0960" lumo_ev="4.12 / 4.12" orbital_gap_ev="6.862 / 6.730" total_charge=-2
Ru -0.376087 -0.557851 0.170715 -0.807 -0.878 -1.781
O 1.022569 -0.574645 2.312106 -0.234 0.006 0.311
P -0.431982 -0.922419 3.065914 -0.147 -0.351 0.207
O -0.188610 -1.601013 4.348064 0.018 0.069 0.005
O -1.221972 -1.590229 1.966172 0.003 0.185 0.171
O -0.965164 0.570465 3.277406 0.120 0.094 0.043
P -1.033650 1.785688 2.186808 -0.383 0.000 -0.097
O 0.513116 2.232425 2.118491 0.092 -0.017 0.048
O -1.845726 2.888053 2.710044 -0.008 -0.005 -0.071
O -1.423780 1.145772 0.844035 0.510 -0.062 0.549
H 1.582786 -1.351834 2.444222 0.120 0.145 -0.269
H 1.104164 1.462895 2.122381 -0.058 0.044 -0.063
Cl 3.320131 0.585258 -5.798528 -0.025 -0.023 0.072
C 2.758602 0.063412 -4.222529 0.001 0.014 -0.021
C 2.263095 0.998607 -3.330607 0.070 0.033 0.000
C 1.838076 0.560169 -2.095742 -0.156 -0.073 0.157
Cl 1.163533 1.667110 -0.950209 0.367 0.489 -0.116
C 1.848754 -0.790116 -1.688676 0.108 -0.114 -0.014
O 1.452057 -1.178220 -0.503447 -0.133 0.224 -0.282
C 2.371653 -1.682458 -2.641077 -0.014 -0.119 0.053
Cl 2.448522 -3.369896 -2.235042 0.046 0.061 -0.035
C 2.814623 -1.275200 -3.888305 0.051 -0.036 -0.032
H 2.205400 2.046160 -3.589171 -0.013 -0.009 -0.002
H 3.189525 -2.005307 -4.591306 0.000 -0.001 0.011
S -1.405901 -0.125151 -1.963824 0.342 0.511 0.766
C -1.530624 -1.796215 -2.225086 -0.198 -0.329 -0.473
S -0.998431 -2.619932 -0.852233 0.352 0.138 0.914
C -2.006398 -2.396681 -3.387313 -0.108 -0.081 -0.226
C -2.494697 -1.623107 -4.479413 0.052 -0.101 0.145
N -2.908441 -1.020700 -5.373721 0.023 0.018 -0.005
C -2.058508 -3.812972 -3.529659 0.003 0.176 0.017
N -2.112643 -4.957832 -3.672155 0.007 -0.005 0.019